No. 1
A molecular structure, C39H28F5N3OP2PtS3. Source: the Open Molecules 2025 dataset; level of theory: ωB97M-V with the def2-TZVPD basis set.

Last column: Löwdin charge in e.
Cartesian coordinates (Å):
Pt 0.2427 0.3753 -0.5636  0.5992
C 1.6772 3.6520 1.9147  -0.0954
N 1.0923 2.5969 1.0955  -0.4509
P -0.1011 1.4390 1.4240  0.8379
C -1.6652 2.3314 1.6000  -0.3348
C -2.4727 2.4725 0.4716  -0.0966
C -3.6251 3.2420 0.5360  -0.0685
C -3.9727 3.8724 1.7218  -0.0728
C -3.1710 3.7384 2.8474  -0.0715
C -2.0195 2.9688 2.7901  -0.0877
C 0.2420 0.6696 2.9996  -0.3438
C -0.8012 0.0845 3.7165  -0.0857
C -0.5218 -0.6628 4.8502  -0.0639
C 0.7927 -0.8311 5.2608  -0.0643
C 1.8334 -0.2632 4.5383  -0.0648
C 1.5626 0.4791 3.4008  -0.0762
P 1.4923 2.1628 -0.4872  0.7676
C 3.2470 1.7908 -0.5359  -0.3220
C 3.6769 0.5183 -0.1616  -0.0710
C 5.0364 0.2478 -0.1080  -0.0526
C 5.9586 1.2382 -0.4079  -0.0665
C 5.5323 2.5156 -0.7554  -0.0729
C 4.1776 2.7949 -0.8188  -0.0887
C 1.1740 3.5519 -1.5862  -0.3328
C 0.2692 4.5368 -1.1940  -0.0847
C -0.0568 5.5628 -2.0684  -0.0690
C 0.5030 5.5958 -3.3371  -0.0703
C 1.3810 4.5984 -3.7403  -0.0631
C 1.7161 3.5746 -2.8702  -0.0869
H 1.2582 3.5986 2.9191  0.0841
H 1.4659 4.6389 1.5022  0.0756
H 2.7583 3.5221 1.9912  0.0841
H -2.1899 1.9785 -0.4503  0.0837
H -4.2549 3.3429 -0.3382  0.1092
H -4.8751 4.4680 1.7715  0.1073
H -3.4463 4.2296 3.7715  0.1074
H -1.4004 2.8556 3.6715  0.1064
H -1.8262 0.1977 3.3842  0.1146
H -1.3292 -1.1256 5.4023  0.1140
H 1.0102 -1.4278 6.1372  0.1144
H 2.8582 -0.4224 4.8456  0.1143
H 2.3740 0.8802 2.8067  0.1063
H 2.9556 -0.2500 0.0993  0.0669
H 5.3673 -0.7454 0.1659  0.1158
H 7.0175 1.0174 -0.3677  0.1081
H 6.2548 3.2894 -0.9788  0.1065
H 3.8472 3.7874 -1.0980  0.1052
H -0.1958 4.4896 -0.2177  0.0939
H -0.7553 6.3302 -1.7619  0.1079
H 0.2439 6.3935 -4.0210  0.1076
H 1.7994 4.6147 -4.7378  0.1107
H 2.3868 2.7858 -3.1880  0.1141
S 2.9554 -5.3969 -2.4505  0.5799
C 2.2150 -3.9782 -2.8576  -1.1009
S 1.8074 -2.7467 -1.6890  1.0060
C 1.0869 -1.7864 -2.9530  -1.0466
N 1.1543 -2.3206 -4.1205  0.0091
N 1.7954 -3.5373 -4.0682  -0.1549
C 1.8682 -4.2585 -5.2992  -0.2183
C 3.0513 -4.8630 -5.6942  -0.0445
C 3.0910 -5.5431 -6.9020  -0.0781
C 1.9649 -5.6110 -7.7090  -0.0933
C 0.7902 -4.9903 -7.3074  -0.0824
C 0.7368 -4.3129 -6.1002  -0.0166
S 0.3213 -0.2173 -2.7800  0.4735
H 3.9227 -4.8085 -5.0598  0.0902
H 4.0117 -6.0198 -7.2124  0.1035
H 2.0028 -6.1443 -8.6500  0.0998
H -0.0914 -5.0357 -7.9334  0.1018
H -0.1675 -3.8170 -5.7763  0.1121
F -2.0156 -4.7511 3.6585  0.1016
C -1.2115 -3.9278 2.9706  -0.1585
C 0.1154 -3.7661 3.3353  -0.1601
F 0.5839 -4.4218 4.4008  0.1131
C 0.9497 -2.9272 2.6250  -0.1525
F 2.2166 -2.7794 3.0422  0.0968
C 0.5038 -2.1765 1.5190  -0.3638
O 1.2507 -1.3265 0.9021  -0.2462
C -0.8450 -2.3953 1.1775  -0.1464
F -1.3569 -1.7096 0.1150  0.0124
C -1.6876 -3.2332 1.8749  -0.1577
F -2.9632 -3.3706 1.5028  0.1156

Summary:
Relative energy (zero: lowest compared OMol25 entry of this formula, charge and spin) = 0.00 kcal per mole
Charge = 0
Highest occupied orbital energy = -7.29 eV
Largest force on an atom = 0.01541 hartree/bohr

***

No. 2
A molecular structure, C13H39ClIN3OP3Ru at a distorted geometry. Source: the Open Molecules 2025 dataset; level of theory: ωB97M-V with the def2-TZVPD basis set.

Last column: Mulliken spin population.
Cartesian coordinates (Å):
C -1.5098 -0.1311 -6.9000  0.0218
I -1.1726 -0.0981 -4.7835  0.0332
H -0.5424 -0.0493 -7.4082  -0.0005
H -2.1628 0.7106 -7.1595  0.0008
H -1.9955 -1.0850 -7.1371  0.0003
Ru 0.5288 -0.0760 -1.1187  3.7804
P 0.1843 1.9922 -1.7663  0.1537
C -1.3702 2.9537 -1.6525  0.0515
C 1.2523 2.9112 -0.5679  0.0500
H 1.1532 3.9860 -0.7622  0.0084
H 1.0341 3.6573 -3.3365  0.0061
H 2.2967 2.5861 -0.6903  0.0053
H 1.9204 2.0795 -3.4217  -0.0023
H -1.8508 2.7384 -0.6847  -0.0061
H 0.9220 2.7293 0.4688  -0.0028
C 0.9348 2.5571 -3.3322  0.0216
H -1.1770 4.0406 -1.7357  0.0103
H 0.3007 2.2274 -4.1685  0.0016
H -2.0407 2.6388 -2.4651  -0.0008
P 0.2178 -2.2567 -1.4848  0.1256
C -1.3066 -3.2293 -1.2399  0.0650
C 0.9692 -3.0487 -2.9425  0.0263
H 2.2890 -2.4320 -0.2254  -0.0016
H 1.4192 -4.0108 -0.3011  0.0192
H 0.8653 -2.7259 0.8517  -0.0283
C 1.3076 -2.9250 -0.1448  0.0850
H 1.9520 -2.5935 -3.1227  -0.0041
H 1.0850 -4.1339 -2.7733  0.0062
H -1.0806 -4.3096 -1.1823  0.0105
H -1.9745 -3.0365 -2.0920  -0.0053
H 0.3298 -2.8703 -3.8162  0.0021
H -1.8088 -2.9202 -0.3130  -0.0218
Cl 2.6572 -0.1756 -2.0154  0.4198
C -1.8200 -1.8064 1.9629  0.0086
N -0.4071 -1.5535 2.2486  0.0051
C 0.0525 -2.4050 3.3743  0.0006
P 0.0051 0.0722 2.0476  0.0047
O -0.3768 0.3680 0.6208  0.1041
N -1.0890 0.9717 2.9085  0.0074
C -2.0718 1.9030 2.3186  0.0024
C -1.1081 0.7292 4.3550  0.0014
N 1.5032 0.6259 2.4919  0.0093
C 1.5218 1.9142 3.2278  0.0009
C 2.7442 0.4828 1.6982  0.0278
H -1.9512 -2.8832 2.0068  0.0012
H -2.4660 -1.3523 2.7149  0.0002
H -2.0964 -1.4289 0.9876  0.0091
H 1.1438 -2.4362 3.5016  -0.0004
H -0.4071 -2.0701 4.3234  0.0001
H -0.3138 -3.4178 3.1634  -0.0004
H -2.6263 1.4613 1.4741  -0.0001
H -2.8079 2.1814 3.0837  0.0005
H -1.5596 2.8366 2.0152  -0.0003
H -2.0182 0.1861 4.6272  0.0001
H -0.2271 0.1359 4.6595  -0.0001
H -1.0922 1.6705 4.9091  0.0003
H 1.7828 1.7395 4.2665  0.0000
H 2.2660 2.5645 2.7592  0.0005
H 0.5485 2.4217 3.1717  0.0000
H 3.4870 -0.0889 2.2633  0.0012
H 2.5952 -0.0092 0.7256  -0.0183
H 3.1617 1.4866 1.5162  0.0028

Summary:
Charge = +2
Highest occupied orbital energy (spin up / spin down) = -14.15 / -14.67 eV
Largest force on an atom = 0.12183 hartree/bohr
Multiplicity = 6

***

No. 3
A molecular structure, C26H24N6O3RuS2 at a distorted geometry. Source: the Open Molecules 2025 dataset; level of theory: ωB97M-V with the def2-TZVPD basis set.

Last column: Mulliken spin population.
Cartesian coordinates (Å):
Ru 0.3123 0.0242 -0.1718  0.8151
C -1.8462 1.0298 -5.3807  -0.0006
O -1.3689 0.5369 -4.1395  0.0025
C -2.2852 0.0059 -3.2917  0.0025
C -3.6442 -0.0248 -3.5196  -0.0135
C -4.5127 -0.6053 -2.5836  0.0259
C -4.0143 -1.1352 -1.4237  -0.0184
C -2.6337 -1.0823 -1.1499  0.0355
C -2.1437 -1.6793 0.0709  -0.0042
N -0.9165 -1.5139 0.4097  -0.0076
N -0.3687 -2.2931 1.4093  0.0277
C 0.9325 -2.1446 1.3628  -0.0087
O 1.5349 -1.4265 0.4563  0.0402
C 1.7635 -2.7442 2.4293  -0.0048
C 1.1734 -3.4400 3.4835  -0.0037
C 1.9570 -3.9095 4.5239  0.0018
C 3.3292 -3.6903 4.5176  -0.0027
C 3.9204 -3.0090 3.4629  0.0015
C 3.1398 -2.5336 2.4204  -0.0018
C -1.7392 -0.5211 -2.0890  0.0104
O -0.4261 -0.4559 -1.9497  0.0852
H -0.9705 1.3630 -5.9300  -0.0001
H -2.5277 1.8724 -5.2358  0.0003
H -2.3518 0.2461 -5.9487  0.0002
H -4.0554 0.3873 -4.4297  0.0003
H -5.5725 -0.6415 -2.7949  0.0019
H -4.6723 -1.6101 -0.7060  -0.0005
H -2.7702 -2.3561 0.6479  -0.0006
H 0.1060 -3.6133 3.4724  0.0003
H 1.4988 -4.4511 5.3408  0.0001
H 3.9377 -4.0568 5.3340  -0.0002
H 4.9910 -2.8524 3.4510  0.0000
H 3.5851 -2.0020 1.5906  0.0006
C 1.9646 1.0522 -3.2101  0.0006
C 2.4966 1.4965 -1.8910  -0.0077
N 1.9854 1.1869 -0.7219  -0.0051
C 2.7065 1.7331 0.3225  -0.0061
C 3.7706 2.4778 -0.0560  0.0000
S 3.8892 2.4799 -1.7589  -0.0008
C 2.1895 1.4471 1.6546  0.0144
C 2.7445 1.6849 2.8654  0.0008
S 1.6544 1.2163 4.0905  0.0025
C 0.5120 0.7153 2.9326  0.0027
N 0.9354 0.8645 1.6970  -0.0025
C -0.8380 0.2437 3.3552  -0.0002
H 1.0618 0.4604 -3.0745  -0.0012
H 2.7119 0.4566 -3.7350  0.0000
H 1.7278 1.9142 -3.8361  -0.0005
H 4.4706 3.0120 0.5638  0.0000
H 3.7089 2.1085 3.0887  0.0002
H -0.8476 0.0222 4.4207  -0.0004
H -1.1196 -0.6562 2.8143  0.0007
H -1.5705 1.0312 3.1672  0.0000
N -2.8473 2.7797 -0.4377  0.0006
C -1.9857 3.3701 -1.3340  -0.0015
C -0.8367 2.6559 -1.2610  0.0125
N -0.9890 1.6420 -0.3330  -0.0022
C -2.2152 1.7483 0.1359  0.0081
H -3.7881 3.0716 -0.2334  -0.0002
H -2.2672 4.2197 -1.9287  0.0001
H 0.0790 2.7874 -1.8071  0.0009
H -2.6655 1.1043 0.8709  -0.0001

Summary:
Relative energy (zero: lowest compared OMol25 entry of this formula, charge and spin) = 9.82 kcal per mole
Charge = +1
Highest occupied orbital energy (spin up / spin down) = -10.12 / -10.44 eV
Largest force on an atom = 0.02361 hartree/bohr
Multiplicity = 2